Record 1
13 unconnected molecules or ions with the total composition C32H56BN12O. Source: OMol25; level of theory: ωB97M-V with the def2-TZVPD basis set.

Geometry as XYZ:
```
102
Properties=species:S:1:pos:R:3:forces:R:3:mulliken_charge:R:1
C 0.01864 -4.76141 1.37972 0.1 -0.1 0.3 -0.5115
C -1.50785 -4.72904 1.21475 0.0 0.1 0.0 -1.0275
C -1.96151 -4.16739 -0.14302 0.2 0.3 0.1 0.1976
C -1.65510 -5.11907 -1.30177 -0.1 -0.3 0.0 -1.3889
B -1.26352 -2.68224 -0.31763 0.0 0.1 -0.1 0.8814
C -1.88712 -1.70499 -1.48786 -0.2 -0.1 0.1 -0.5154
C -1.77314 -0.19443 -1.19732 0.2 -0.1 -0.2 -0.5027
C -0.55198 0.27022 -0.38088 0.4 0.5 -0.1 -0.1172
C -0.75423 0.46435 1.12984 -0.5 -0.1 0.1 -0.7614
O 0.14120 -0.22108 2.00669 -0.9 0.4 0.1 -0.4481
H 0.54264 -5.02975 0.45404 -0.2 0.0 0.1 0.2252
H 0.31689 -5.47269 2.16513 0.0 0.1 -0.1 0.4472
H 0.36422 -3.76150 1.66685 0.0 -0.1 -0.2 -0.2986
H -1.90043 -4.02849 1.96578 0.0 -0.3 0.0 0.3112
H -1.93771 -5.72408 1.43053 0.1 0.1 -0.1 0.4972
H -3.05720 -4.05327 -0.07571 0.1 0.0 -0.1 0.2100
H -1.86915 -6.17469 -1.05007 0.0 0.1 0.0 0.3789
H -0.59508 -5.06026 -1.58865 -0.2 0.0 0.0 0.2654
H -2.26755 -4.88048 -2.18092 0.2 0.1 0.1 0.2310
H -1.33791 -2.09795 0.77243 -0.1 -0.1 -0.1 -0.4705
H -0.04329 -2.84062 -0.55656 -0.1 0.1 0.0 -0.2826
H -2.95684 -1.91635 -1.65340 0.2 0.0 0.0 -0.1793
H -1.38969 -1.89012 -2.45533 -0.1 -0.1 0.1 0.1550
H -1.70486 0.32573 -2.16943 -0.2 0.1 0.2 -0.0582
H -2.67461 0.17961 -0.69378 0.1 -0.1 -0.1 0.2103
H 0.31307 -0.37821 -0.56822 -0.2 -0.1 0.1 0.2003
H -0.28882 1.27406 -0.75971 0.2 -0.2 -0.1 0.3027
H -1.76090 0.12182 1.39351 0.2 0.0 0.0 0.4854
H -0.71381 1.54677 1.34391 0.0 -0.1 0.1 0.2636
H 1.02731 -0.08241 1.69745 0.6 0.0 -0.3 0.1427
C -1.94340 3.57383 -2.39707 0.1 -0.1 -0.1 -1.0133
C -2.53376 3.15937 -1.13306 -0.2 -0.2 0.3 0.4479
N -3.00087 2.80970 -0.14160 0.1 0.3 -0.2 -0.3907
H -2.68282 4.09658 -3.00171 0.0 0.0 0.0 0.3636
H -1.09253 4.22846 -2.21272 0.0 0.0 0.0 0.3602
H -1.61091 2.68875 -2.93931 0.0 0.0 0.0 0.2666
C 2.26396 -2.44008 3.89897 -0.1 -0.3 0.1 -1.0204
C 2.60237 -1.62513 2.74344 0.0 0.1 -0.3 0.5247
N 2.84484 -0.99762 1.80821 0.4 -0.2 0.4 -0.5069
H 1.77390 -3.35718 3.56977 0.0 0.1 -0.1 0.2173
H 3.15796 -2.70913 4.45871 0.0 0.1 -0.1 0.4199
H 1.59587 -1.90933 4.57504 0.0 0.1 -0.2 0.3454
C 3.22871 2.11100 0.52162 0.0 -0.1 0.1 0.0152
C 3.55537 2.76613 -0.73702 0.1 0.2 -0.3 0.2481
N 3.81793 3.28786 -1.72908 -0.1 -0.2 0.3 -0.4847
H 2.79007 1.12897 0.34757 0.0 0.0 0.0 -0.1015
H 4.12637 1.97689 1.12288 0.0 0.0 0.0 0.3422
H 2.52532 2.71651 1.08825 0.0 0.0 0.0 -0.0193
C 4.59031 1.13884 5.38979 0.0 0.2 0.0 -0.4456
C 4.00942 -0.04713 6.00059 -0.1 -0.4 0.0 0.3972
N 3.54105 -1.00710 6.42752 0.2 0.3 0.0 -0.4740
H 5.23281 1.66431 6.09513 0.0 -0.1 0.0 0.3389
H 5.17626 0.85861 4.51526 0.0 0.0 0.0 0.2349
H 3.80391 1.81803 5.06621 0.0 0.0 0.0 -0.0051
C -6.04614 2.20195 -1.82920 -0.1 0.0 0.1 -0.7509
C -5.27965 2.06290 -3.06013 0.3 -0.1 -0.2 0.4426
N -4.64271 1.94372 -4.01126 -0.2 0.1 0.3 -0.5223
H -5.57432 2.94239 -1.18482 0.0 0.0 0.0 0.2384
H -7.06754 2.50536 -2.05431 0.0 0.0 0.0 0.3429
H -6.05955 1.24883 -1.30133 0.0 0.0 0.0 0.2504
C -3.92907 -1.75366 -4.90119 0.1 0.1 0.0 -0.4021
C -4.48299 -2.61629 -3.86930 -0.2 -0.3 0.4 0.4114
N -4.92068 -3.29110 -3.04643 0.0 0.2 -0.4 -0.4895
H -4.09697 -0.70877 -4.63796 0.0 0.0 0.0 0.0369
H -2.85526 -1.92083 -4.98381 0.0 0.0 0.0 0.0663
H -4.39027 -1.95809 -5.86626 0.0 0.0 0.1 0.4000
C -2.59372 1.97890 3.62107 0.2 0.2 0.0 -0.2817
C -3.78039 1.26447 4.06762 -0.3 -0.2 0.0 0.1924
N -4.73393 0.72007 4.41071 0.3 0.2 0.0 -0.4538
H -1.74173 1.30814 3.50805 -0.1 -0.1 0.0 0.0966
H -2.77587 2.45808 2.65834 -0.1 -0.1 0.0 0.1511
H -2.33914 2.74409 4.35606 0.0 0.0 0.0 0.3220
C -0.35469 -1.18082 -7.98955 0.2 0.0 0.0 -0.7353
C -1.77936 -1.46804 -7.97431 -0.4 -0.1 0.0 0.4145
N -2.90676 -1.69274 -7.98570 0.3 0.1 -0.1 -0.4356
H -0.10244 -0.63250 -8.89691 0.0 0.0 0.0 0.3013
H -0.06287 -0.59288 -7.12069 0.0 0.0 0.0 0.2343
H 0.21421 -2.10920 -7.96579 0.0 0.0 0.0 0.2566
C 3.31754 -0.67697 -3.14569 0.0 0.0 0.1 -0.6686
C 2.37060 -0.78077 -4.24761 -0.3 0.0 -0.2 0.3874
N 1.61542 -0.86292 -5.11051 0.3 0.1 0.1 -0.3961
H 2.86124 -1.06266 -2.23379 0.0 0.0 0.0 0.1764
H 4.20923 -1.26096 -3.36889 0.0 0.0 0.0 0.3168
H 3.60056 0.36314 -2.99008 0.0 0.0 0.0 0.1626
C 0.67867 4.75600 3.95648 -0.1 -0.1 0.1 -0.1495
C 2.02346 4.20193 3.95437 0.4 -0.1 0.0 0.4453
N 3.09731 3.78813 3.93369 -0.3 0.1 0.0 -0.5161
H 0.54659 5.37733 3.07339 -0.1 0.0 0.0 0.0142
H -0.06206 3.95695 3.95080 0.1 0.0 0.0 -0.1302
H 0.53015 5.36495 4.84742 0.0 0.0 0.0 0.3653
C 2.64915 8.12714 0.81210 0.1 0.0 0.0 -0.7515
C 1.39738 7.58564 1.32274 -0.3 -0.2 0.0 0.3726
N 0.40615 7.14687 1.70712 0.3 0.2 -0.1 -0.4570
H 2.65709 8.07207 -0.27541 0.0 0.0 0.0 0.2671
H 2.75769 9.16617 1.11946 0.0 0.0 0.0 0.2844
H 3.48642 7.54925 1.20086 0.0 0.0 0.0 0.2585
C 5.11126 -4.36975 1.95474 0.0 0.0 -0.1 -0.7333
C 4.55844 -4.96921 3.16245 -0.2 -0.1 0.3 0.4262
N 4.09920 -5.42259 4.11445 0.2 0.1 -0.3 -0.4524
H 4.30135 -3.99550 1.32812 0.0 0.0 0.0 0.2056
H 5.76549 -3.53941 2.21698 0.0 0.0 0.0 0.2556
H 5.67965 -5.11198 1.39615 0.0 0.0 0.0 0.3262
```
Positions in Å, forces in eV/Å.

LUMO energy   0.0567 Ha
HOMO energy   -4.6 eV
HOMO-LUMO gap   6.11 eV
Charge   -1



Record 2
A molecular structure, C15H20AlCl2N2Se. Source: OMol25; level of theory: ωB97M-V with the def2-TZVPD basis set.

Geometry as XYZ:
```
41
Properties=species:S:1:pos:R:3:forces:R:3:mulliken_charge:R:1
Al -1.27328 2.40308 -1.40817 1.5 0.3 4.0 0.2245
Cl 0.99603 2.39655 -1.60285 -0.2 -0.1 0.3 -0.4493
Cl -1.49444 0.59815 0.08232 -0.1 0.5 -0.5 -0.4843
C -2.22974 3.91764 -1.03066 -0.8 1.2 -1.0 -1.2857
H -3.31618 3.81845 -0.90891 0.0 -0.1 0.6 0.2847
H -2.09449 4.79056 -1.72413 0.2 -0.4 0.6 0.2467
C -1.46431 0.57550 -3.10531 1.0 -3.4 -0.2 -0.8133
C -1.80722 1.82270 -3.12744 -3.3 3.9 -3.0 1.0511
H -1.89829 -0.16617 -2.41269 -0.2 0.5 -0.6 0.4929
C -0.99966 2.88197 -3.99066 -0.3 -0.4 0.2 -0.8180
H -2.94193 2.51028 -2.57978 3.2 -1.5 -0.4 0.0347
C -0.57861 2.18342 -5.27316 -0.4 0.2 -0.2 -0.8621
H -1.59911 3.78751 -4.14750 -0.2 -0.4 0.0 0.4364
H -0.07440 3.24209 -3.49767 -0.7 -0.3 -0.1 0.2651
C 0.26846 0.96020 -4.98405 0.3 -0.1 -0.1 -0.6104
H -1.49069 1.88435 -5.78574 -0.2 -0.1 -0.3 0.3317
H -0.05194 2.86878 -5.94186 0.1 0.0 0.0 0.3712
C -0.33365 0.01822 -3.93552 0.6 0.3 0.6 -0.7125
H 0.44242 0.39993 -5.90874 0.0 0.1 0.0 0.2964
H 1.24721 1.26968 -4.62402 0.1 0.2 0.0 0.3011
H -0.62304 -0.91367 -4.39755 -0.5 -0.4 -0.1 0.4845
H 0.46257 -0.26754 -3.23654 -0.1 0.0 0.1 0.2518
C 0.15608 0.24073 3.59090 -0.3 0.1 -0.1 -0.9601
N 0.83539 -0.97222 3.18860 -0.1 -0.2 0.0 0.2974
C 1.77284 -1.05368 2.18091 -0.3 -0.5 0.8 -0.2258
Se 2.38220 0.32424 1.18781 0.1 -0.4 -0.2 -0.2935
N 2.18151 -2.37630 2.21188 0.0 -0.1 -0.3 0.0333
C 1.61195 -3.07073 3.27866 0.6 0.3 0.1 0.2901
C 1.97804 -4.27282 3.87501 -0.4 0.0 0.0 -0.7716
C 1.43395 -4.54639 5.13984 -0.2 0.3 -0.1 -0.4338
C 0.57112 -3.62644 5.77746 0.1 -0.1 -0.4 -0.5648
C 0.22021 -2.41344 5.16621 -0.1 -0.3 -0.2 -0.5338
C 0.74725 -2.16925 3.90029 0.6 0.5 0.2 0.6047
H 0.47307 1.04007 2.91597 -0.1 -0.1 0.2 0.2286
H 0.40824 0.49244 4.62822 0.1 0.0 -0.2 0.3378
H -0.92939 0.10974 3.50202 0.2 0.0 0.0 0.3263
H 2.90240 -2.74434 1.60132 -0.3 0.4 0.2 0.2096
H 2.66172 -4.94107 3.34910 -0.1 0.1 0.4 0.3371
H 1.68404 -5.47674 5.65115 0.0 0.3 -0.2 0.3443
H 0.18368 -3.86681 6.76844 0.1 0.1 -0.3 0.3424
H -0.42002 -1.65864 5.62683 0.2 -0.4 0.1 0.3945
```
Positions in Å, forces in eV/Å.

LUMO energy   0.0909 Ha
HOMO energy   -2.0 eV
HOMO-LUMO gap   4.47 eV
Charge   -1



Record 3
2 unconnected molecules or ions with the total composition C22H27N2. Source: OMol25; level of theory: ωB97M-V with the def2-TZVPD basis set.

Geometry as XYZ:
```
51
Properties=species:S:1:pos:R:3:forces:R:3:mulliken_charge:R:1
C 1.98348 -2.68845 1.23818 -0.1 -0.5 0.0 -1.6807
C 1.82446 -1.22672 1.18232 0.1 1.2 -0.4 0.1663
N 2.84644 -0.36487 1.42213 -0.6 -0.5 0.1 0.2341
C 4.18540 -0.76728 1.81055 0.3 -0.2 0.2 -0.9243
C 2.39582 0.95823 1.34038 -0.5 -0.2 -0.2 -0.2628
C 1.00973 0.91919 1.05262 0.4 0.0 0.4 1.1621
C 0.32895 2.11538 0.83959 0.4 0.5 0.0 0.1474
C 1.05761 3.31455 0.91068 -0.3 -0.3 0.0 -1.1156
C 2.42794 3.33334 1.22815 0.0 -0.5 0.1 -0.6643
C 3.11926 2.13589 1.45827 -0.3 0.4 -0.1 -1.1266
C 0.63528 -0.48818 0.96298 0.7 0.1 -0.1 0.8411
C -0.60906 -1.05306 0.63605 0.2 -0.4 -0.2 -0.4727
C -1.84445 -0.66461 1.23959 -1.3 0.1 0.3 0.9234
C -1.90845 0.29227 2.28635 -0.2 0.1 -0.4 -0.1931
C -3.13150 0.86164 2.63695 0.0 -0.4 -0.1 -0.7527
C -4.31978 0.38983 2.04977 0.4 -0.1 -0.1 -0.4572
C -4.29264 -0.71313 1.18311 0.2 -0.1 0.1 -0.5738
C -3.06765 -1.25386 0.79975 0.4 0.4 0.0 -0.7129
H 0.99446 -3.14126 1.13503 0.2 -0.1 0.1 0.3773
H 2.61158 -3.06378 0.41877 0.0 0.1 0.2 0.3485
H 2.41343 -3.01365 2.19660 -0.1 0.0 -0.3 0.4250
H 4.79509 0.13056 1.92836 -0.1 -0.3 0.0 0.3429
H 4.16977 -1.31304 2.76794 0.0 0.2 -0.3 0.3068
H 4.64087 -1.41199 1.04598 -0.2 0.2 0.2 0.3173
H -0.74517 2.09905 0.63738 0.4 0.2 0.1 0.3778
H 0.54116 4.25601 0.72861 0.1 -0.2 0.1 0.4160
H 2.95120 4.28745 1.31381 -0.2 -0.3 -0.1 0.4165
H 4.17590 2.11217 1.71265 -0.2 0.2 -0.1 0.3049
H -0.60358 -1.96170 0.02700 0.0 0.0 0.5 0.2666
H -0.99584 0.57247 2.81196 -0.2 0.1 -0.3 0.5763
H -3.16646 1.66162 3.38058 0.0 -0.3 -0.2 0.4350
H -5.27163 0.86147 2.29050 0.2 -0.2 0.0 0.4014
H -5.22409 -1.15559 0.81230 0.4 0.2 0.2 0.4165
H -3.01727 -2.12851 0.14390 -0.1 0.4 0.1 0.5853
C 0.60191 1.25450 -2.94390 0.0 0.3 -0.2 -1.5764
C 0.23831 -0.12309 -2.43207 -0.1 -0.2 0.2 0.5254
C -0.14723 -1.15443 -3.51636 -0.1 0.1 0.0 -0.6891
C -1.63198 -1.50433 -3.27102 -0.1 -0.2 0.3 -0.6060
C -2.14925 -0.41845 -2.32121 0.2 0.4 -0.6 -0.5419
N -0.95214 -0.04409 -1.57456 -0.2 -0.2 0.8 -0.0737
H 1.48899 1.22968 -3.58494 -0.1 0.0 0.1 0.4464
H -0.23589 1.68100 -3.51217 0.2 -0.1 0.0 0.3739
H 0.80328 1.92038 -2.09683 0.1 0.0 -0.1 0.3368
H 1.06152 -0.50482 -1.81216 0.0 0.0 -0.1 0.0161
H -0.03060 -0.71976 -4.51621 0.1 -0.1 0.2 0.3320
H 0.49313 -2.03916 -3.44556 -0.1 0.2 -0.2 0.2857
H -2.20183 -1.52869 -4.20492 0.1 -0.2 0.3 0.3933
H -1.72579 -2.47112 -2.75362 0.0 0.1 -0.4 0.2320
H -2.54329 0.44421 -2.89565 0.1 -0.3 0.3 0.3448
H -2.93149 -0.76341 -1.63951 0.0 0.1 -0.2 0.2869
H -1.04790 0.85014 -1.10807 0.1 0.0 -0.2 0.0619
```
Positions in Å, forces in eV/Å.

LUMO energy   -0.1613 Ha
HOMO energy   -11.2 eV
HOMO-LUMO gap   6.85 eV
Charge   +1



The highest HOMO-LUMO gap belongs to which entry? C22H27N2